# C20H53NNa2O9V

A structure of composition C20H53NNa2O9V in a non-equilibrium geometry (the ωB97M-V functional and the def2-TZVPD basis, OMol25).

Computed properties:
- ΔE to the lowest compared entry with this formula, charge and spin (kJ/mol) = 0.0
- molar mass (g/mol) = 548.57
- HOMO level (spin up / spin down) (eV) = -13.624 / -13.624
- net charge = +2
- multiplicity = 4
- electronic energy (a.u.) = -2793.72244

Last column: Mulliken spin population.
Element x y z (Å)
Na -2.98837 -3.55930 -3.08424  0.003
Na 0.01037 -1.62528 -3.52956  0.004
V -0.09829 -4.23899 -0.34795  3.068
O -1.09172 -2.43764 -1.38519  -0.045
C -1.46049 -1.58435 -0.30226  -0.027
C -0.43841 -1.57556 0.84491  0.009
O 0.02507 -2.83330 1.29626  -0.029
H -2.48113 -1.84011 0.00873  -0.018
H -1.45295 -0.58263 -0.75198  0.007
H -0.93610 -1.05711 1.66033  0.019
H 0.46576 -1.04111 0.52851  -0.016
C 3.77541 1.07395 -3.59385  0.000
C 2.52204 0.66604 -2.77860  0.003
C 2.54215 1.44780 -1.46740  0.000
C 2.03954 2.84340 -1.68838  0.000
C 0.61100 2.77991 -2.21220  0.000
C 0.39611 2.00848 -3.52986  0.000
N 1.25924 0.78689 -3.51465  0.002
O 1.24322 0.12821 -4.74760  0.000
C -1.05294 1.54301 -3.50570  0.000
C 0.65896 2.92180 -4.74977  0.000
C 2.72677 -0.82047 -2.48753  -0.025
H 4.61108 0.80371 -2.95029  0.000
H 3.89352 2.13415 -3.82691  0.000
H 3.82423 0.58335 -4.56746  0.000
H 1.98076 0.95893 -0.66324  0.000
H 3.55980 1.50943 -1.07500  0.000
H 2.68810 3.40409 -2.36703  0.000
H 2.05983 3.43257 -0.76991  0.000
H 0.32162 3.80420 -2.46311  0.000
H -0.02275 2.47509 -1.37701  0.000
H -1.36636 1.00402 -4.40990  0.000
H -1.35360 1.00398 -2.60764  -0.001
H -1.69182 2.42699 -3.60162  0.000
H 1.70911 3.22239 -4.77022  0.000
H 0.43338 2.39217 -5.67447  0.000
H 0.07723 3.83714 -4.67186  0.000
H 3.50115 -1.03983 -1.75078  0.000
H 2.99911 -1.43108 -3.35451  0.000
H 1.83563 -1.31732 -2.08097  0.025
H 1.80002 0.63041 -5.36896  0.000
O 2.55223 -4.15558 1.95798  0.003
H 2.27518 -3.33676 1.53409  -0.005
H 1.95588 -4.25628 2.71664  0.002
O -2.06186 -5.14116 0.06418  0.007
H -2.32083 -5.98601 -0.33587  0.000
H -2.89316 -4.72956 0.34464  0.003
O 0.22919 -4.27798 4.04787  0.000
H -0.48059 -3.94484 4.60889  0.000
H 0.07542 -3.85909 3.19260  0.006
C -0.78419 0.84313 4.51464  0.000
C -1.68211 -0.35408 4.73140  -0.001
C -3.02302 -0.24289 3.97656  0.000
O -1.08320 -1.53576 4.18201  0.000
H 0.01314 0.87172 5.25419  0.000
H -1.36322 1.76742 4.57915  0.000
H -0.37798 0.81533 3.49938  0.000
H -1.92618 -0.41550 5.79136  0.000
H -2.96313 -0.04491 2.90093  0.001
H -3.75070 0.46877 4.38377  0.000
H -3.60072 -1.16998 4.03965  0.000
H -0.99269 -1.37356 3.23430  0.003
C 3.38174 0.39625 3.79562  0.000
C 2.62513 -0.18103 2.61065  0.000
C 3.59894 -0.62884 1.50716  0.001
O 2.00059 -1.38054 3.10080  -0.001
H 4.08580 1.17816 3.50389  0.000
H 4.01309 -0.35922 4.26842  0.000
H 2.71997 0.75653 4.58203  0.000
H 1.89344 0.54518 2.24151  0.000
H 4.08529 -1.56170 1.80433  0.000
H 4.36201 0.08696 1.20363  0.000
H 3.05275 -1.00331 0.62621  -0.001
H 1.37813 -1.60772 2.39538  0.001
C -3.99352 2.15506 0.93343  0.000
C -4.99544 1.84074 -0.20031  0.000
C -4.17385 1.81392 -1.48039  0.000
O -5.38230 0.46492 -0.03695  0.000
H -3.58727 3.16352 0.85502  0.000
H -3.14569 1.46724 0.93179  0.000
H -4.53098 2.02598 1.87407  0.000
H -5.81497 2.53687 -0.34087  0.000
H -4.83486 1.75465 -2.35407  0.000
H -3.45179 1.00114 -1.56677  0.000
H -3.66923 2.76336 -1.69182  0.000
H -4.54977 -0.00859 -0.09230  0.000



# C20H54F3IN20O14

A cluster of 11 separate species, C20H54F3IN20O14 in total in a non-equilibrium geometry (the ωB97M-V functional and the def2-TZVPD basis, OMol25).

Computed properties:
- molar mass (g/mol) = 982.68
- HOMO level (eV) = -8.731
- multiplicity = 1
- electronic energy (a.u.) = -3540.63779

Last column: Mulliken charge in e.
Element x y z (Å)
C -0.80903 -7.81094 7.14855  -0.932
C -1.30424 -8.60576 5.86947  -0.448
C -2.53850 -7.96184 5.14900  -0.358
O -2.24204 -7.28669 3.91818  -0.477
C -1.22302 -6.37424 4.04272  -0.668
O 0.02606 -6.74941 3.38422  -0.464
C 0.79348 -5.57682 3.60384  0.461
O 1.96779 -5.58924 3.60851  -0.495
O -0.05814 -4.46284 3.78265  -0.374
C -1.36472 -4.96749 3.36066  2.100
C -1.33317 -4.87191 1.78086  -1.387
C -0.44935 -3.72061 1.19371  -0.082
C -0.50483 -3.68152 -0.38492  -1.179
I -1.06343 -1.75025 1.85468  0.013
C -2.39150 -4.09324 4.19052  0.460
F -3.02847 -4.83182 5.19319  -0.252
F -1.76666 -3.07781 4.86786  -0.325
F -3.39989 -3.59701 3.43546  -0.240
H 0.08535 -7.21341 6.82349  0.235
H -0.48941 -8.46386 7.98724  0.311
H -1.55653 -7.04097 7.46906  0.256
H -1.53632 -9.64517 6.21694  0.411
H -0.41985 -8.71764 5.19372  0.294
H -3.25544 -8.79173 4.93031  0.368
H -3.07518 -7.31258 5.89097  0.143
H -0.84770 -6.11079 5.06252  0.424
H -0.96586 -5.81732 1.30616  0.304
H -2.36232 -4.70600 1.37937  0.457
H 0.63527 -3.83424 1.43447  0.358
H 0.11976 -4.48721 -0.83182  0.307
H -1.56060 -3.69308 -0.75342  0.310
H -0.07434 -2.69703 -0.71624  0.472
C 1.37211 -1.78626 -3.21757  0.563
O 1.15078 -2.15740 -2.06902  -0.720
N 2.04960 -2.54072 -4.11557  -0.293
N 0.95665 -0.58062 -3.68955  -0.320
H 2.23247 -2.24570 -5.06034  0.249
H 2.37998 -3.43775 -3.80736  0.188
H 0.45064 0.01045 -3.05453  0.196
H 1.13263 -0.25707 -4.62553  0.181
C -6.69092 -2.71574 5.99458  0.646
O -7.62091 -2.15010 6.55114  -0.702
N -6.87853 -3.60497 4.98442  -0.342
N -5.39024 -2.50725 6.33457  -0.245
H -6.13027 -4.07978 4.51359  0.145
H -7.82615 -3.78631 4.70336  0.211
H -5.21001 -1.85415 7.07546  -0.034
H -4.61973 -2.96677 5.88953  0.247
C -0.75208 -0.11432 7.48734  0.522
O -0.73201 0.57041 8.49530  -0.674
N 0.16729 0.00265 6.49607  -0.254
N -1.70712 -1.06862 7.25874  -0.251
H 0.14926 -0.56171 5.66934  0.161
H 0.89113 0.68885 6.60947  0.153
H -2.40671 -1.18930 7.96880  0.124
H -1.74459 -1.64365 6.43299  0.315
C 1.85693 -2.64698 -8.16754  0.651
O 2.24039 -2.45716 -7.01927  -0.745
N 2.54634 -2.21638 -9.25621  -0.351
N 0.70368 -3.30691 -8.44425  -0.429
H 2.24358 -2.36468 -10.20058  0.172
H 3.40477 -1.72026 -9.09241  0.200
H 0.16653 -3.63995 -7.66216  0.225
H 0.36696 -3.47540 -9.37363  0.160
C 4.02190 1.00000 -6.77735  0.619
O 3.00421 1.07998 -6.10202  -0.653
N 4.81763 2.06775 -7.02976  -0.302
N 4.43652 -0.17698 -7.33299  -0.322
H 5.65353 2.02155 -7.58114  0.155
H 4.54277 2.95376 -6.63851  0.181
H 3.86386 -0.99005 -7.16122  0.207
H 5.26549 -0.27003 -7.88999  0.173
C 1.84634 1.44101 2.42314  0.589
O 1.27052 0.37375 2.54529  -0.547
N 2.31549 1.88363 1.22406  -0.390
N 2.07027 2.28179 3.47268  -0.372
H 2.79210 2.75680 1.09901  0.153
H 2.16857 1.28821 0.42697  0.226
H 1.73695 1.98858 4.37331  0.194
H 2.54185 3.16293 3.39133  0.152
C 4.11675 5.86867 -7.51966  0.669
O 4.70695 4.82134 -7.30530  -0.686
N 4.72709 7.07537 -7.47562  -0.319
N 2.78309 5.90079 -7.82065  -0.482
H 4.25829 7.94672 -7.64340  0.101
H 5.70739 7.08473 -7.25417  0.200
H 2.30328 5.01721 -7.85949  0.154
H 2.26950 6.74273 -8.00676  0.275
C 2.43323 8.54371 -4.81856  0.652
O 3.39829 9.04873 -5.37719  -0.625
N 1.79720 7.44730 -5.31040  -0.325
N 1.91822 9.03828 -3.66248  -0.410
H 1.00324 7.01931 -4.87117  0.166
H 2.15606 7.05210 -6.16704  0.171
H 2.36453 9.84943 -3.27109  0.239
H 1.12883 8.64061 -3.18867  0.160
C -7.35092 1.02558 9.36002  0.548
O -7.87543 2.01464 9.84594  -0.662
N -6.11102 0.59663 9.73789  -0.298
N -7.95022 0.26775 8.40535  -0.254
H -5.66071 -0.21180 9.35424  0.145
H -5.63528 1.13233 10.44223  0.195
H -8.86430 0.55366 8.10298  0.167
H -7.53440 -0.55095 7.99165  0.204
C 3.05975 13.06780 -7.54994  0.570
O 2.96176 14.22427 -7.92028  -0.646
N 3.89659 12.68347 -6.54836  -0.341
N 2.33759 12.05393 -8.10749  -0.324
H 3.98895 11.73402 -6.23076  0.194
H 4.44668 13.40058 -6.10973  0.188
H 1.70691 12.29580 -8.85111  0.199
H 2.40448 11.09662 -7.81493  0.161